## P
Here is C5H8O5 in the gas phase from OMol25. Energies are from wB97M-V/def2-TZVPD.

HOMO = -8.34 eV
Kohn-Sham gap = 8.873 eV

Each line ends with the natural charge from an NBO analysis.
Geometry (Å):
C  -0.2260  0.6450  -1.5213  -0.66
C  0.0691  0.5681  -0.0533  0.05
C  1.2692  1.3439  0.4056  -0.65
O  -1.0769  0.9787  0.8373  -0.52
C  -1.3318  -0.3162  0.7616  0.92
O  -2.5420  -0.6381  0.2785  -0.64
O  -0.7507  -1.3302  1.4254  -0.52
C  0.5731  -1.4808  0.8808  0.98
O  1.5695  -1.2393  1.5140  -0.59
O  0.4740  -2.2775  -0.2177  -0.72
H  -1.0788  0.0327  -1.8237  0.22
H  0.6382  0.2477  -2.0613  0.23
H  -0.3791  1.6727  -1.8682  0.20
H  1.1497  2.4044  0.1476  0.21
H  2.1665  0.9766  -0.0960  0.23
H  1.4226  1.2519  1.4800  0.24
H  -3.0359  0.1841  0.1212  0.50
H  1.0893  -3.0238  -0.2104  0.51

## Q
Here is C5H8O5 in the gas phase from OMol25. Energies are from wB97M-V/def2-TZVPD.

HOMO = -9.58 eV
Kohn-Sham gap = 10.219 eV

Each line ends with the natural charge from an NBO analysis.
Geometry (Å):
C  0.7555  -1.6629  -0.9342  -0.45
C  1.2202  -0.7337  -0.1072  0.28
O  2.2695  -0.9344  0.8373  -0.72
C  0.6795  0.6700  -0.0136  0.42
O  1.6383  1.4630  0.6303  -0.73
O  0.5272  1.2668  -1.3006  -0.71
C  -0.5920  0.6754  0.7380  -0.11
O  -1.6482  0.8330  -0.2175  -0.50
C  -2.6707  0.0411  -0.0232  0.65
O  -2.7105  -1.0280  0.5337  -0.58
H  1.1826  -2.5577  -1.0684  0.20
H  -0.1373  -1.3760  -1.4657  0.22
H  2.1521  -1.7739  1.3387  0.49
H  2.5597  1.4061  0.4939  0.50
H  -0.2545  1.7638  -1.4109  0.48
H  -0.6629  -0.1485  1.3153  0.22
H  -0.7722  1.6593  1.2294  0.22
H  -3.5361  0.4366  -0.5753  0.12

Which of them is the most stable? Correct choice: Q.

## P
Here is 2 unconnected molecules or ions with the total composition C5H9IO from OMol25. Energies are from wB97M-V/def2-TZVPD.

HOMO = -8.60 eV
Kohn-Sham gap = 9.207 eV

Each line ends with the natural charge from an NBO analysis.
Geometry (Å):
C  1.3822  1.0868  1.6588  -0.61
C  -0.0777  0.9239  1.4324  -0.36
C  -0.4903  0.1826  0.0439  -0.32
C  -0.8848  -1.2782  0.2617  -0.60
C  -0.4273  0.4269  -1.2668  0.69
O  -0.6870  0.6742  -2.3934  -0.50
H  1.6176  1.1914  2.6431  0.21
H  1.8728  0.1330  1.4128  0.21
H  1.7757  1.8885  1.1348  0.21
H  -0.6298  1.8923  1.5104  0.22
H  -0.3857  0.1148  2.2250  0.21
H  -1.0707  -1.5760  1.3341  0.22
H  -0.1874  -1.8684  -0.2313  0.22
H  -1.8835  -1.4067  -0.2449  0.21
I  0.2225  -1.7768  -5.3368  -0.14
H  -0.1467  -0.6084  -4.1837  0.13

## Q
Here is 3 unconnected molecules or ions with the total composition C5H9IO from OMol25. Energies are from wB97M-V/def2-TZVPD.

HOMO = -9.07 eV
Kohn-Sham gap = 9.802 eV

Each line ends with the natural charge from an NBO analysis.
Geometry (Å):
C  1.8754  0.9887  0.0942  0.49
C  -2.1054  0.7496  0.4689  -0.65
C  -1.0232  -0.8130  -1.1798  -0.63
C  0.1106  -0.3263  1.0900  -0.45
C  -0.9003  -0.1841  0.2278  0.05
O  1.4779  2.0408  0.0615  -0.52
I  4.9590  -0.0644  -0.5293  -0.07
H  -3.0197  0.5446  -0.1413  0.21
H  -1.8159  1.7610  0.2663  0.22
H  -2.4374  0.8239  1.4788  0.22
H  -0.1677  -1.3460  -1.4977  0.21
H  -1.3844  -0.1552  -2.0575  0.21
H  -1.7225  -1.4967  -1.1111  0.21
H  5.1158  -1.5427  -0.1785  0.09
H  0.0464  0.0258  2.0638  0.20
H  0.9914  -1.0060  0.9438  0.22

Which of them is the most stable? Correct choice: Q.

## P
Here is a molecular structure, C5H7OP from OMol25. Energies are from wB97M-V/def2-TZVPD.

HOMO = -8.56 eV
Kohn-Sham gap = 8.547 eV

Each line ends with the natural charge from an NBO analysis.
Geometry (Å):
C  1.5557  0.1407  0.0910  -0.21
C  1.0080  1.0089  1.0698  -0.34
C  1.0153  -1.0892  -0.0604  -0.54
C  -0.0249  0.6479  1.8455  -0.33
C  -1.5571  -0.0990  -1.3228  -0.26
O  -1.7200  -1.0774  -0.2838  -0.81
P  -0.5817  -1.4163  0.8851  1.03
H  2.3682  0.3613  -0.5629  0.22
H  1.6814  1.8044  1.4697  0.21
H  1.2945  -1.8823  -0.8243  0.23
H  -0.5977  1.2942  2.5723  0.22
H  -1.5268  -0.5584  -2.3844  0.18
H  -0.4958  0.3529  -1.1578  0.20
H  -2.4192  0.5121  -1.3371  0.19

## Q
Here is C5H7OP in the gas phase from OMol25. Energies are from wB97M-V/def2-TZVPD.

HOMO = -8.60 eV
Kohn-Sham gap = 9.175 eV

Each line ends with the natural charge from an NBO analysis.
Geometry (Å):
C  -0.3222  0.0519  -1.0583  -0.27
C  -1.5913  -0.4123  -0.4016  -0.76
C  0.9361  -0.7750  -1.4195  -0.17
C  1.0557  0.0253  -0.3721  0.04
C  1.8887  0.8852  0.5684  -0.68
O  -3.2482  -1.1339  1.7977  -1.02
P  -1.9762  -0.6150  1.2119  1.55
H  -0.6511  0.7262  -1.7290  0.18
H  -2.4095  -0.6002  -1.0781  0.25
H  1.3265  -1.4260  -2.2031  0.24
H  2.1769  1.8076  0.0504  0.24
H  2.6834  0.6236  1.2640  0.25
H  1.0602  1.2795  1.1923  0.22
H  -0.9289  -0.4370  2.1772  -0.05

Which of them is the most stable? Correct choice: P.

## P
Here is 2 unconnected molecules or ions with the total composition C2HNOS from OMol25. Energies are from wB97M-V/def2-TZVPD.

HOMO = -10.55 eV
Kohn-Sham gap = 11.331 eV

Each line ends with the natural charge from an NBO analysis.
Geometry (Å):
O  0.5943  -0.5534  1.9953  -0.45
C  0.8595  0.5016  1.6115  0.42
S  1.3000  1.8741  1.1336  0.04
C  -0.9586  -0.5685  -1.6334  0.09
N  0.1387  -0.7356  -1.2946  -0.30
H  -1.9339  -0.5182  -1.8123  0.21

## Q
Here is 2 unconnected molecules or ions with the total composition C2HNOS from OMol25. Energies are from wB97M-V/def2-TZVPD.

HOMO = -10.72 eV
Kohn-Sham gap = 10.225 eV

Each line ends with the natural charge from an NBO analysis.
Geometry (Å):
C  0.1872  -1.0192  -0.8553  0.55
C  -0.3058  0.8573  1.2966  -0.27
N  0.1531  -2.1552  -0.6389  -0.43
O  0.3013  0.1445  -1.2817  -0.63
S  0.1033  1.5295  2.5468  0.27
H  -0.4390  0.6432  -1.0676  0.52

## R
Here is 2 unconnected molecules or ions with the total composition C2HNOS from OMol25. Energies are from wB97M-V/def2-TZVPD.

HOMO = -10.93 eV
Kohn-Sham gap = 10.524 eV

Each line ends with the natural charge from an NBO analysis.
Geometry (Å):
C  -0.9928  0.3865  0.3657  0.85
C  1.6639  0.1141  -0.6305  -0.19
N  -0.6895  -0.2638  1.3419  -0.78
O  -1.2274  1.2087  -0.4246  -0.51
S  1.1285  -0.4346  -1.9500  0.19
H  0.1172  -1.0108  1.2976  0.44

Which of them is the most stable? Correct choice: P.